DFT (wB97M-V/def2-TZVPD) results for an isolated molecule of C4H9NO in a non-equilibrium geometry.

Properties
Multiplicity: 1
Relative energy (zero: lowest compared OMol25 entry of this formula, charge and spin), kJ/mol: 300.8
Net charge: 0
HOMO energy, eV: -7.09

The geometry in XYZ format:
```
15
Properties=species:S:1:pos:R:3:forces:R:3
C -0.376004 -1.874802 0.344931 0.1 -0.6 -0.1
C -0.321557 -0.491358 -0.168479 0.5 -0.8 -0.5
C -1.046154 1.834389 0.355963 1.1 0.8 -0.1
C 0.734352 0.329857 -0.033636 -0.6 -0.7 0.0
O 0.450256 1.652991 -0.074373 -1.8 -0.2 0.0
N 2.024812 -0.099972 0.176611 -0.1 0.3 0.3
H 0.158893 -1.949038 1.299851 0.0 -0.1 -0.2
H 0.049282 -2.591008 -0.362435 0.0 -0.4 0.1
H -1.415961 -2.165878 0.532793 0.2 -0.1 0.0
H -0.991828 -0.188967 -0.965316 -0.5 0.0 0.6
H -1.131242 2.851616 0.025515 -0.3 0.7 0.4
H -1.945631 1.286398 -0.023187 1.6 0.1 -0.3
H -1.062858 1.697203 1.440792 0.2 0.2 -0.2
H 2.234191 -1.034862 -0.151055 -0.1 0.5 0.0
H 2.804465 0.534074 0.229296 -0.2 0.1 0.2
```
Positions in Å, forces in eV/Å.